# 1
2 unconnected molecules or ions with the total composition C5H8O. Source: OMol25; level of theory: wB97M-V/def2-TZVPD.

Calculated values
DFT total energy ... -270.34364 Eh
Frontier orbital gap (alpha / beta) ... 8.16 / 8.15 eV
Relative energy (zero: lowest compared OMol25 entry of this formula, charge and spin) ... 562.5 kJ/mol
HOMO energy (alpha / beta) ... -7.553 / -7.551 eV
Spin multiplicity ... 1

Bonds (Å) are listed after each position.
Element x y z (Å)
1 C 1.642 -1.813 -0.725  O2 1.426, H7 1.095, H8 1.095, H9 1.090
2 O 0.701 -1.538 0.310  C1 1.426, C3 1.319
3 C -0.021 -0.445 0.153  O2 1.319, H10 1.072, H11 1.075
4 C -0.388 2.061 0.569  C5 1.367, H12 1.088, H13 1.089
5 C -1.460 1.593 -0.138  C4 1.367, C6 1.247
6 C -2.105 0.698 -0.720  C5 1.247, H14 1.073
7 H 1.123 -1.967 -1.676  C1 1.095
8 H 2.353 -0.985 -0.819  C1 1.095
9 H 2.168 -2.722 -0.436  C1 1.090
10 H -0.734 -0.286 0.937  C3 1.072
11 H 0.151 0.155 -0.722  C3 1.075
12 H -0.482 2.227 1.640  C4 1.088
13 H 0.378 2.647 0.065  C4 1.089
14 H -2.977 0.393 -1.267  C6 1.073

Results of the natural (NBO) charge analysis, in e, for atoms 1 through 2:
1. C -0.26
2. O -0.49

# 2
2 unconnected molecules or ions with the total composition C7H13NO at a distorted geometry. Source: OMol25; level of theory: wB97M-V/def2-TZVPD.

Calculated values
DFT total energy ... -404.38569 Eh
Frontier orbital gap ... 8.75 eV
Relative energy (zero: lowest compared OMol25 entry of this formula, charge and spin) ... 372.2 kJ/mol
HOMO energy ... -7.850 eV
Structure (SMILES) ... C=C=C(N)[C@H](C)O.C=C
Spin multiplicity ... 1

Bonds (Å) are listed after each position.
Element x y z (Å)
1 C 1.253 2.417 -0.430  C2 1.306, H8 1.083, H9 1.084
2 C 0.649 1.262 -0.514  C1 1.306, C3 1.341
3 C -0.426 0.496 -0.749  C2 1.341, N4 1.405, C5 1.488
4 N -0.565 -0.182 -1.972  C3 1.405, H10 1.012, H11 1.015
5 C -1.095 -0.091 0.444  C3 1.488, C6 1.524, O7 1.411, H12 1.160
6 C -2.483 -0.679 0.229  C5 1.524, H13 1.087, H14 1.085, H15 1.086
7 O -1.179 0.900 1.444  C5 1.411, H16 0.966
8 H 0.735 3.356 -0.582  C1 1.083
9 H 2.313 2.488 -0.215  C1 1.084
10 H -0.162 0.329 -2.748  N4 1.012
11 H -1.513 -0.473 -2.186  N4 1.015
12 H -0.348 -0.922 0.757  C5 1.160
13 H -3.185 0.094 -0.071  C6 1.087
14 H -2.480 -1.453 -0.532  C6 1.085
15 H -2.844 -1.102 1.163  C6 1.086
16 H -0.680 0.673 2.240  O7 0.966
17 C 2.205 -0.579 0.355  C18 1.355, H19 1.080, H20 1.082
18 C 1.584 -1.672 0.862  C17 1.355, H21 1.083, H22 1.079
19 H 2.512 -0.560 -0.680  C17 1.080
20 H 2.656 0.144 1.021  C17 1.082
21 H 1.639 -1.908 1.918  C18 1.083
22 H 1.412 -2.541 0.246  C18 1.079

Results of the natural (NBO) charge analysis, in e, for atoms 1 through 2:
1. C -0.45
2. C 0.00

# 3
13 unconnected molecules or ions with the total composition C42H110O13S5 at a distorted geometry. Source: OMol25; level of theory: wB97M-V/def2-TZVPD.

Calculated values
DFT total energy ... -4634.86044 Eh
Frontier orbital gap ... 8.94 eV
Relative energy (zero: lowest compared OMol25 entry of this formula, charge and spin) ... 234.5 kJ/mol
HOMO energy ... -8.632 eV
Spin multiplicity ... 1

Bonds (Å) are listed after each position.
Element x y z (Å)
1 C 9.645 10.918 22.870  C2 1.532, H6 1.089, H7 1.094, H8 1.067
2 C 10.864 10.594 22.000  C1 1.532, O3 1.434, H9 1.116, H10 1.056
3 O 12.050 10.616 22.806  C2 1.434, C4 1.399
4 C 13.226 10.155 22.205  O3 1.399, C5 1.499, H11 1.104, H12 1.111
5 C 14.291 10.009 23.250  C4 1.499, H13 1.100, H14 1.139, H15 1.082
6 H 9.652 11.890 23.359  C1 1.089
7 H 8.723 10.837 22.285  C1 1.094
8 H 9.497 10.273 23.707  C1 1.067
9 H 10.752 9.586 21.533  C2 1.116
10 H 10.955 11.347 21.266  C2 1.056
11 H 13.054 9.223 21.639  C4 1.104
12 H 13.611 10.869 21.446  C4 1.111
13 H 15.286 9.949 22.786  C5 1.100
14 H 14.194 9.038 23.837  C5 1.139
15 H 14.352 10.740 24.045  C5 1.082
16 C 15.612 15.139 13.905  C17 1.463, H21 1.095, H22 1.098, H23 1.079
17 C 14.475 14.611 13.149  C16 1.463, O18 1.454, H24 1.116, H25 1.133
18 O 15.071 14.000 11.972  C17 1.454, C19 1.427
19 C 14.141 13.271 11.172  O18 1.427, C20 1.462, H26 1.099, H27 1.075
20 C 14.739 13.245 9.838  C19 1.462, H28 1.091, H29 1.058, H30 1.092
21 H 15.409 15.522 14.911  C16 1.095
22 H 16.432 14.424 14.052  C16 1.098
23 H 16.043 15.968 13.365  C16 1.079
24 H 13.883 13.891 13.762  C17 1.116
25 H 13.787 15.439 12.796  C17 1.133
26 H 14.106 12.249 11.575  C19 1.099
27 H 13.216 13.819 11.150  C19 1.075
28 H 15.711 12.760 9.940  C20 1.091
29 H 15.011 14.170 9.402  C20 1.058
30 H 14.184 12.605 9.150  C20 1.092
31 C 13.901 8.276 16.088  C32 1.499, H36 1.089, H37 1.107, H38 1.042
32 C 13.573 8.515 14.645  C31 1.499, O33 1.517, H39 1.102, H40 1.144
33 O 14.273 7.402 13.887  C32 1.517, C34 1.398
34 C 14.235 7.687 12.519  O33 1.398, C35 1.565, H41 1.064, H42 1.085
35 C 15.286 6.771 11.808  C34 1.565, H43 1.108, H44 1.127, H45 1.139
36 H 13.659 7.253 16.372  C31 1.089
37 H 14.989 8.430 16.227  C31 1.107
38 H 13.373 8.874 16.759  C31 1.042
39 H 12.499 8.485 14.404  C32 1.102
40 H 14.024 9.497 14.268  C32 1.144
41 H 13.321 7.426 12.040  C34 1.064
42 H 14.446 8.708 12.216  C34 1.085
43 H 16.305 7.180 11.964  C35 1.108
44 H 15.041 6.841 10.710  C35 1.127
45 H 15.206 5.696 12.177  C35 1.139
46 C 17.515 8.667 15.255  C47 1.508, H51 1.087, H52 1.076, H53 1.056
47 C 17.200 10.118 14.992  C46 1.508, O48 1.407, H54 1.070, H55 1.150
48 O 18.290 10.814 14.438  C47 1.407, C49 1.396
49 C 18.761 10.223 13.265  O48 1.396, C50 1.541, H56 1.066, H57 1.120
50 C 20.265 10.525 13.117  C49 1.541, H58 1.102, H59 1.095, H60 1.088
51 H 18.512 8.519 15.662  C46 1.087
52 H 16.841 8.296 16.007  C46 1.076
53 H 17.269 8.155 14.365  C46 1.056
54 H 16.369 10.286 14.339  C47 1.070
55 H 17.058 10.650 16.002  C47 1.150
56 H 18.635 9.164 13.239  C49 1.066
57 H 18.193 10.633 12.391  C49 1.120
58 H 20.424 11.570 12.807  C50 1.102
59 H 20.593 9.905 12.276  C50 1.095
60 H 20.863 10.347 14.009  C50 1.088
61 C 20.453 10.454 19.429  C62 1.524, H66 1.054, H67 1.070, H68 1.112
62 C 18.972 10.093 19.423  C61 1.524, O63 1.404, H69 1.100, H70 1.076
63 O 18.955 8.723 19.116  C62 1.404, C64 1.447
64 C 17.607 8.220 18.960  O63 1.447, C65 1.508, H71 1.110, H72 1.053
65 C 17.754 6.776 18.549  C64 1.508, H73 1.081, H74 1.115, H75 1.093
66 H 20.572 11.371 19.934  C61 1.054
67 H 20.892 9.703 20.051  C61 1.070
68 H 20.823 10.448 18.380  C61 1.112
69 H 18.600 10.218 20.451  C62 1.100
70 H 18.431 10.765 18.780  C62 1.076
71 H 17.189 8.132 19.984  C64 1.110
72 H 17.060 8.896 18.367  C64 1.053
73 H 16.862 6.330 18.132  C65 1.081
74 H 18.040 6.138 19.417  C65 1.115
75 H 18.596 6.719 17.854  C65 1.093
76 C 10.528 6.591 22.441  C77 1.557, H81 1.103, H82 1.105, H83 1.098
77 C 11.897 5.995 22.000  C76 1.557, O78 1.402, H84 1.117, H85 1.139
78 O 12.263 6.463 20.730  C77 1.402, C79 1.412
79 C 13.570 6.148 20.299  O78 1.412, C80 1.488, H86 1.131, H87 1.152
80 C 14.582 7.019 20.955  C79 1.488, H88 1.064, H89 1.093, H90 1.078
81 H 10.420 7.624 22.070  C76 1.103
82 H 9.686 6.093 21.928  C76 1.105
83 H 10.413 6.537 23.532  C76 1.098
84 H 12.656 6.339 22.744  C77 1.117
85 H 11.841 4.857 22.013  C77 1.139
86 H 13.793 5.053 20.471  C79 1.131
87 H 13.607 6.383 19.172  C79 1.152
88 H 14.813 6.777 21.965  C80 1.064
89 H 14.191 8.039 20.917  C80 1.093
90 H 15.522 6.930 20.436  C80 1.078
91 C 10.537 8.601 18.720  C92 1.518, H96 1.093, H97 1.086, H98 1.112
92 C 10.176 7.341 17.955  C91 1.518, O93 1.418, H99 1.148, H100 1.108
93 O 8.806 7.489 17.618  C92 1.418, C94 1.444
94 C 8.071 6.261 17.421  O93 1.444, C95 1.511, H101 1.074, H102 1.127
95 C 6.777 6.716 16.786  C94 1.511, H103 1.073, H104 1.104, H105 1.080
96 H 9.928 9.482 18.504  C91 1.093
97 H 10.356 8.411 19.773  C91 1.086
98 H 11.614 8.787 18.514  C91 1.112
99 H 10.870 7.096 17.073  C92 1.148
100 H 10.284 6.484 18.649  C92 1.108
101 H 8.701 5.557 16.910  C94 1.074
102 H 7.857 5.810 18.431  C94 1.127
103 H 7.073 7.237 15.896  C95 1.073
104 H 6.279 7.424 17.472  C95 1.104
105 H 6.099 5.904 16.574  C95 1.080
106 C 10.497 10.759 15.596  C107 1.521, H111 1.110, H112 1.040, H113 1.075
107 C 10.108 12.164 16.033  C106 1.521, O108 1.469, H114 1.058, H115 1.117
108 O 10.158 12.143 17.502  C107 1.469, C109 1.458
109 C 9.591 13.388 18.006  O108 1.458, C110 1.528, H116 1.068, H117 1.126
110 C 9.619 13.316 19.532  C109 1.528, H118 1.071, H119 1.154, H120 1.093
111 H 9.844 10.058 16.156  C106 1.110
112 H 10.418 10.579 14.575  C106 1.040
113 H 11.506 10.552 15.907  C106 1.075
114 H 10.765 12.876 15.608  C107 1.058
115 H 9.117 12.468 15.621  C107 1.117
116 H 10.116 14.194 17.542  C109 1.068
117 H 8.496 13.458 17.750  C109 1.126
118 H 10.573 13.317 20.018  C110 1.071
119 H 9.156 12.321 19.891  C110 1.154
120 H 9.063 14.131 20.004  C110 1.093
121 C 12.678 16.859 23.329  S122 1.881, H125 1.068, H126 1.085, H127 1.059
122 S 12.653 15.254 24.311  C121 1.881, O123 1.520, C124 1.786
123 O 11.346 15.352 25.080  S122 1.520
124 C 12.302 14.244 22.881  S122 1.786, H128 1.140, H129 1.094, H130 1.033
125 H 11.802 16.696 22.741  C121 1.068
126 H 13.637 16.857 22.820  C121 1.085
127 H 12.543 17.681 23.983  C121 1.059
128 H 13.232 14.249 22.220  C124 1.140
129 H 11.370 14.560 22.402  C124 1.094
130 H 12.054 13.309 23.245  C124 1.033
131 C 12.572 17.363 17.028  S132 1.800, H135 1.098, H136 1.076, H137 1.073
132 S 12.639 16.259 18.447  C131 1.800, O133 1.452, C134 1.820
133 O 12.562 14.901 17.940  S132 1.452
134 C 14.378 16.721 18.726  S132 1.820, H138 1.060, H139 1.101, H140 1.072
135 H 12.326 18.368 17.397  C131 1.098
136 H 11.747 17.008 16.435  C131 1.076
137 H 13.479 17.266 16.464  C131 1.073
138 H 14.600 16.183 19.612  C134 1.060
139 H 14.396 17.786 19.003  C134 1.101
140 H 15.032 16.482 17.912  C134 1.072
141 C 17.388 13.932 23.368  S142 1.862, H145 1.119, H146 1.128, H147 1.087
142 S 16.316 13.652 21.871  C141 1.862, O143 1.525, C144 1.787
143 O 15.614 14.965 21.544  S142 1.525
144 C 17.612 13.551 20.645  S142 1.787, H148 1.066, H149 1.084, H150 1.034
145 H 16.752 13.946 24.289  C141 1.119
146 H 17.867 14.944 23.236  C141 1.128
147 H 18.121 13.133 23.454  C141 1.087
148 H 17.246 13.045 19.781  C144 1.066
149 H 18.384 12.839 20.914  C144 1.084
150 H 17.799 14.526 20.353  C144 1.034
151 C 18.642 14.820 17.895  S152 1.814, H155 1.068, H156 1.111, H157 1.186
152 S 19.218 14.775 16.176  C151 1.814, O153 1.458, C154 1.787
153 O 20.243 15.806 16.064  S152 1.458
154 C 19.994 13.165 16.191  S152 1.787, H158 1.074, H159 1.063, H160 1.057
155 H 18.228 15.802 17.961  C151 1.068
156 H 19.540 14.887 18.545  C151 1.111
157 H 17.911 13.892 18.006  C151 1.186
158 H 20.478 12.958 15.255  C154 1.074
159 H 19.316 12.418 16.528  C154 1.063
160 H 20.787 13.267 16.883  C154 1.057
161 C 13.600 12.225 18.690  S162 1.778, H165 1.092, H166 1.074, H167 1.095
162 S 15.040 12.969 17.958  C161 1.778, O163 1.437, C164 1.762
163 O 16.137 12.070 18.187  S162 1.437
164 C 14.542 12.910 16.268  S162 1.762, H168 1.065, H169 1.048, H170 1.143
165 H 13.539 12.391 19.768  C161 1.092
166 H 13.741 11.193 18.433  C161 1.074
167 H 12.627 12.604 18.362  C161 1.095
168 H 13.704 13.567 16.246  C164 1.065
169 H 14.214 12.003 15.859  C164 1.048
170 H 15.436 13.289 15.666  C164 1.143

Results of the Mulliken charge analysis, in e, for atoms 1 through 2:
1. C -1.71
2. C 2.17

Q: The highest relative energy (zero: lowest compared OMol25 entry of this formula, charge and spin) belongs to which entry?
A: C5H8O

Q: Which value of DFT total energy does entry 3 give?
A: -4634.86044 Eh